[1]
53
Properties=species:S:1:pos:R:3:forces:R:3 method="wB97M-V/def2-TZVPD" s2=0.784 homo_ev="-11.323 / -11.323" charge=+1 spin_multiplicity=2 homo_lumo_gap_ev="8.74 / 8.70"
C -2.268 -0.475 -1.305 0.0 0.0 0.0
H 2.117 -0.862 4.222 -0.1 0.0 0.0
H 4.128 1.713 -2.423 0.0 0.0 0.0
C 0.727 -1.051 -3.374 0.0 0.0 0.0
O -1.410 -0.604 4.261 0.0 0.0 0.1
P -2.081 0.808 2.251 0.0 0.1 0.0
O 1.228 -0.988 3.865 0.1 -0.1 0.0
C -0.890 0.568 3.614 0.0 -0.1 0.0
H -4.024 -1.294 -2.185 0.0 0.0 0.0
C 1.094 3.300 1.298 -0.1 0.1 -0.1
N -3.481 -3.874 -1.753 0.0 0.0 0.0
C -0.878 1.758 4.565 0.0 0.0 0.0
C 3.316 -0.338 -4.337 0.0 0.0 0.0
H -0.062 1.653 5.279 0.0 0.0 0.0
C 2.763 0.250 -3.206 0.0 0.0 0.0
Co -0.051 0.847 -0.095 -0.3 0.6 -0.2
H -1.827 1.818 5.096 0.0 0.0 0.0
C 1.272 -1.640 -4.496 0.0 0.0 0.0
H -1.116 -4.002 -0.518 0.0 0.0 0.0
H 0.225 -2.022 0.101 0.0 0.0 0.0
O 0.626 -0.252 1.509 0.2 -0.2 0.2
O -1.584 1.583 1.066 0.2 -0.2 0.1
H 4.237 3.403 -0.163 0.0 0.0 0.0
H -3.218 -4.813 -1.514 0.0 0.0 0.0
O -3.351 1.525 2.871 0.0 0.1 0.0
C 2.547 -1.292 -4.969 0.0 0.0 0.0
C 2.288 2.401 -0.324 0.1 0.0 -0.1
H -3.448 2.454 2.627 0.0 0.0 0.0
O 1.687 1.428 3.172 0.0 0.0 0.0
N 3.244 1.239 -2.356 -0.1 -0.1 0.0
H -4.380 -3.734 -2.175 0.0 0.0 0.0
C -1.473 -3.010 -0.758 0.1 0.1 0.0
N 1.241 0.681 -1.586 0.2 -0.1 0.1
H 0.703 -2.389 -5.029 0.0 0.0 0.0
H -0.705 2.691 4.027 0.0 0.0 0.0
P 0.819 0.255 2.918 -0.1 0.2 -0.1
C -3.088 -1.506 -1.686 0.0 0.1 0.0
C -2.703 -2.826 -1.406 0.0 -0.1 0.0
H 0.249 3.482 1.938 0.0 0.0 0.1
H -2.465 -1.224 2.668 0.1 0.0 0.0
C -0.716 -1.917 -0.416 -0.1 0.0 -0.1
H -0.256 -1.322 -3.021 0.0 0.0 0.0
H -0.691 -1.007 4.768 0.0 -0.1 -0.1
H 4.294 -0.066 -4.705 0.0 0.0 0.0
N 1.070 2.439 0.323 0.2 -0.2 0.1
O -2.578 -0.637 1.897 -0.1 0.0 0.0
N -1.094 -0.658 -0.684 -0.2 -0.1 0.0
C 3.222 3.254 0.161 -0.1 0.0 0.0
H -2.552 0.552 -1.500 0.0 0.0 0.0
S 2.563 4.125 1.477 0.0 0.0 0.0
H 2.931 -1.779 -5.854 0.0 0.0 0.0
C 2.301 1.446 -1.419 0.0 0.1 0.1
C 1.498 -0.091 -2.717 0.0 0.0 0.1

=====

[2]
40
Properties=species:S:1:pos:R:3:forces:R:3 method="wB97M-V/def2-TZVPD" homo_ev=-8.605 smiles="CC(C)NC(=O)c1c2c(nc3ccccc13)CCCC2" homo_lumo_gap_ev=8.97
H -3.772 -1.477 -2.195 0.0 0.0 -0.1
H -3.834 -0.911 0.817 0.0 0.0 -0.2
C 0.039 -0.107 0.464 0.4 0.3 0.1
O -1.761 -0.752 1.913 0.0 -0.1 0.3
H -0.010 2.812 1.703 -0.1 0.0 0.0
C 2.223 2.888 0.019 0.0 0.1 -0.2
N -2.204 -0.352 -0.270 -0.2 0.0 -0.2
C 1.553 -3.463 -0.104 -0.3 0.0 0.1
H 1.287 -4.509 -0.085 0.0 -0.1 0.0
C -3.629 -0.616 -0.217 -0.3 0.0 0.0
H -3.410 -2.647 -0.920 0.0 -0.1 0.0
H 1.287 3.266 -1.864 0.0 0.1 0.0
N 2.689 0.519 -0.200 0.4 0.4 0.0
C 1.826 1.449 0.094 0.1 -0.1 0.0
C 2.293 -0.771 -0.154 -0.6 -0.4 0.1
C -4.410 0.653 -0.555 0.1 -0.2 0.2
H -4.194 0.972 -1.573 0.0 0.1 -0.1
C 0.475 1.194 0.441 -0.3 -0.5 0.1
H -4.141 1.456 0.127 0.0 0.1 0.0
C -0.246 3.450 -0.345 -0.1 0.0 0.0
H 4.239 -1.470 -0.696 0.1 0.0 0.0
C -3.986 -1.758 -1.165 0.1 0.1 0.3
C 2.868 -3.094 -0.427 0.2 0.1 0.0
H 3.592 -3.863 -0.653 0.1 0.0 0.0
H -0.394 -2.790 0.450 -0.1 -0.1 0.0
C 0.616 -2.510 0.188 0.0 -0.2 0.0
C -0.366 2.388 0.759 -0.1 0.1 -0.1
C -1.386 -0.442 0.803 0.1 0.2 -0.4
H 3.222 2.973 -0.407 0.0 0.0 0.1
H -1.410 2.106 0.901 0.0 0.0 0.1
H -5.477 0.470 -0.469 -0.1 0.0 0.0
H -5.043 -1.996 -1.083 -0.1 0.0 -0.1
H -0.639 4.392 0.040 0.0 0.0 -0.1
H -1.815 -0.094 -1.164 0.1 0.0 0.1
C 0.961 -1.145 0.172 0.3 0.2 -0.1
H 1.456 4.699 -0.859 0.0 0.0 -0.1
H -0.879 3.155 -1.184 0.0 0.0 0.0
H 2.240 3.312 1.027 0.0 0.0 0.1
C 3.234 -1.776 -0.453 0.0 -0.2 0.0
C 1.200 3.639 -0.842 0.1 0.1 0.0

=====

Computed energy above the lowest of the compared OMol25 structures with the same formula, charge and spin (eV) in order:
0.095, 0.000
Computed strongest force on any atom (eV/A) in order:
0.74, 0.69